ORCA calculation (ωB97M-V with the def2-TZVPD basis set) on a molecular structure, C3H8NOP.

Each line ends with the Mulliken charge.
Atoms and positions in Å:
C: 1.151 -1.886 0.072  -0.228
C: -0.983 -0.893 -0.390  -0.794
C: -0.426 2.051 0.359  -0.909
N: 0.406 -0.915 0.002  -0.116
O: 2.221 1.474 0.210  -0.496
P: 1.044 1.062 0.971  0.312
H: 0.518 -3.243 -0.269  0.164
H: 2.155 -1.705 0.158  0.362
H: -1.358 -2.006 -0.654  0.275
H: -1.740 -0.449 0.285  0.211
H: -0.943 -0.268 -1.238  0.360
H: -1.469 1.653 0.529  0.247
H: -0.360 3.085 0.695  0.354
H: -0.217 2.039 -0.731  0.259

**Energy above the lowest of the compared OMol25 structures with the same formula, charge and spin**: 3.132 eV
**LUMO level**: 0.01839 hartree
**Kohn-Sham gap**: 8.46 eV